Entry 1:
ORCA calculation (ωB97M-V with the def2-TZVPD basis set) on a structure of composition C5H7NO at a distorted geometry.

Its net charge is 0. The HOMO energy comes out at -0.354 Eh. Its LUMO energy is 0.035 Ha. The energy above the lowest of the compared OMol25 structures with the same formula, charge and spin comes out at 303.4 kJ/mol.

Each line ends with the Löwdin charge.
Element x y z (Å)
O 1.333 1.320 -0.403  0.0551
N 0.364 0.653 1.671  0.0763
C -0.350 0.011 -0.632  -0.1092
C 0.555 0.842 -1.525  -0.1925
C 0.599 -0.640 -1.631  -0.0270
C 0.481 0.624 0.423  -0.4202
C -0.681 -0.284 2.080  -0.1380
H -0.866 -0.175 3.154  0.0711
H 0.132 -1.016 -2.539  0.1122
H -1.408 -0.166 -0.307  0.1371
H -0.368 -1.313 1.876  0.0813
H -1.653 -0.194 1.468  0.0836
H 0.389 1.538 -2.337  0.1501
H 1.473 -1.200 -1.297  0.1202

Entry 2:
ORCA calculation (ωB97M-V with the def2-TZVPD basis set) on the molecule C5H7NO at a distorted geometry.

Its net charge is 0. As for the SMILES: C1=C[C@@H]2NC[C@H]2O1. The HOMO energy comes out at -0.326 Eh. Its LUMO energy is 0.041 Ha. The energy above the lowest of the compared OMol25 structures with the same formula, charge and spin comes out at 429.9 kJ/mol.

Each line ends with the Löwdin charge.
Element x y z (Å)
O -1.221 -1.250 0.155  -0.0178
N 1.504 0.758 -0.003  0.0018
C 0.047 -0.762 -0.209  -0.2690
C -1.987 -0.093 -0.016  -0.1343
C 0.055 0.585 0.334  -0.3164
C 1.673 -0.671 0.114  -0.1202
C -1.324 1.025 -0.052  -0.0222
H -3.039 -0.316 -0.021  0.1272
H 2.493 -1.080 -0.614  0.1340
H 1.964 -1.019 1.160  0.1167
H 0.003 0.566 1.480  0.1780
H 1.533 1.061 -0.920  0.0688
H -1.843 1.987 -0.141  0.1146
H 0.143 -0.790 -1.269  0.1389

Entry 3:
ORCA calculation (ωB97M-V with the def2-TZVPD basis set) on a cluster of 2 separate species, C5H7NO in total.

Its net charge is 0. As for the SMILES: C(=C1CN1)=C1CO1.[H][H]. The HOMO energy comes out at -0.325 Eh. Its LUMO energy is 0.036 Ha. The energy above the lowest of the compared OMol25 structures with the same formula, charge and spin comes out at 580.7 kJ/mol.

Each line ends with the Löwdin charge.
Element x y z (Å)
O 2.155 -0.437 1.145  -0.0201
N -2.533 -1.144 -0.233  0.0555
C -1.352 -0.394 -0.159  -0.2861
C 1.215 -0.489 0.154  -0.3067
C -0.069 -0.456 0.011  0.1037
C -2.580 0.316 -0.490  -0.0952
C 2.599 -0.541 -0.238  -0.0509
H 1.585 1.892 1.633  0.0216
H 3.090 0.352 -0.621  0.1113
H -3.125 0.885 0.259  0.1001
H -2.693 0.673 -1.514  0.1049
H -2.604 -1.724 -1.065  0.1078
H 1.243 2.554 1.615  0.0426
H 3.069 -1.488 -0.496  0.1116

Entry 4:
ORCA calculation (ωB97M-V with the def2-TZVPD basis set) on a cluster of 2 separate species, C5H7NO in total at a distorted geometry.

Its net charge is 0. As for the SMILES: C#COC.C=C=N. The HOMO energy comes out at -0.304 Eh. Its LUMO energy is 0.029 Ha. The energy above the lowest of the compared OMol25 structures with the same formula, charge and spin comes out at 518.1 kJ/mol.

Each line ends with the Löwdin charge.
Element x y z (Å)
O 0.725 -0.596 -0.490  -0.1074
N -2.475 -1.047 0.406  0.1846
C 1.103 0.669 -0.483  -0.2403
C 1.781 -1.586 -0.492  -0.0175
C -2.127 0.079 0.546  -0.2746
C -1.982 1.380 0.680  -0.0218
C 1.461 1.824 -0.412  0.1278
H 2.621 -1.223 -0.034  0.0624
H -1.646 2.052 -0.051  0.0277
H 2.017 -1.876 -1.529  0.1045
H -2.094 -1.936 0.509  0.0520
H -2.475 1.955 1.426  0.0399
H 1.797 2.696 -0.088  -0.0229
H 1.295 -2.392 0.012  0.0854

Entry 5:
ORCA calculation (ωB97M-V with the def2-TZVPD basis set) on a structure of composition C5H7NO.

Its net charge is 0. The HOMO energy comes out at -0.330 Eh. Its LUMO energy is 0.031 Ha. The energy above the lowest of the compared OMol25 structures with the same formula, charge and spin comes out at 223.8 kJ/mol.

Each line ends with the Löwdin charge.
Element x y z (Å)
O 1.503 -1.004 -0.980  0.0372
N -0.992 0.399 1.270  0.0970
C -1.731 0.693 0.264  -0.1393
C -0.337 -0.679 0.473  -0.2761
C -1.363 -0.423 -0.669  -0.0845
C 1.649 0.819 0.578  0.0627
C 1.040 -0.244 0.056  -0.3981
H -2.143 -1.186 -0.752  0.1091
H -0.350 -1.670 0.945  0.1483
H -2.396 1.554 0.186  0.1069
H -0.956 -0.198 -1.659  0.1086
H 1.172 1.332 1.404  0.0559
H 2.581 1.215 0.186  0.0618
H 2.324 -0.607 -1.301  0.1106

Entry 6:
ORCA calculation (ωB97M-V with the def2-TZVPD basis set) on the molecule C5H7NO.

Its net charge is 0. As for the SMILES: C#CCCNC=O. The HOMO energy comes out at -0.361 Eh. Its LUMO energy is 0.033 Ha. The energy above the lowest of the compared OMol25 structures with the same formula, charge and spin comes out at 162.0 kJ/mol.

Each line ends with the Löwdin charge.
Element x y z (Å)
O -2.557 -0.388 -0.960  0.0144
N -1.059 0.422 0.562  0.0154
C 0.821 -0.874 -0.407  -0.1915
C -0.285 -0.798 0.655  -0.1968
C 2.496 1.192 -0.170  0.1067
C 1.758 0.248 -0.295  -0.1519
C -2.095 0.532 -0.314  -0.3613
H 0.352 -0.873 -1.397  0.1204
H -2.500 1.561 -0.363  0.1308
H 0.147 -0.860 1.658  0.1227
H 1.361 -1.822 -0.307  0.1188
H -0.630 1.276 0.886  0.1283
H 3.165 2.018 -0.072  0.0235
H -0.973 -1.635 0.523  0.1204

- net charge of number 1 (C5H7NO)?
  0